No. 1
Formula: C2H4NO2
Source: OMol25
Level of theory: ωB97M-V with the def2-TZVPD basis set

The geometry in XYZ format:
```
9
Properties=species:S:1:pos:R:3
C -1.3384 0.5952 0.4472
C -0.4436 -0.2192 -0.3657
N 1.0239 -0.1298 -0.1596
O -1.7171 1.5956 0.8636
O -1.1909 -0.7864 0.7257
H -0.6265 -0.6053 -1.2930
H 1.3700 -0.7472 -0.8352
H 1.3654 -0.4461 0.8368
H 1.5573 0.7431 -0.2198
```

Values from the calculation:
E_HOMO (spin up / spin down): -10.93 / -17.44 eV
Gap between HOMO and LUMO (spin up / spin down): 6.5182 / 8.8937 eV
2S+1: 3
Net charge: +1

No. 2
Formula: C13H20N3O2S3
Source: OMol25
Level of theory: ωB97M-V with the def2-TZVPD basis set

The geometry in XYZ format:
```
41
Properties=species:S:1:pos:R:3
O 1.2264 -4.4139 -0.8946
C 0.2707 -3.3712 -1.0496
C 1.0089 -2.0553 -1.3247
C 0.3040 -0.8290 -0.7130
C 0.8854 -0.2654 0.5895
S 1.2196 -1.6999 1.7288
C 2.2460 -0.7115 2.6086
N 2.6284 0.3736 2.0100
C 2.2118 0.4936 0.5661
O 3.2272 -0.2039 -0.0944
C 2.2050 1.9979 0.2048
C 1.0703 2.5565 -0.6735
C -0.1152 3.1483 0.1320
S -1.7437 2.6866 -0.4904
C -2.3334 1.5329 0.6974
S -1.9916 1.5622 2.2978
N -3.2125 0.6313 0.1425
C -3.4432 0.3557 -1.2105
C -4.3621 -0.6105 -1.2316
N -4.7477 -0.9665 0.0521
C -4.0663 -0.2202 0.8338
H 0.9298 -5.0288 -0.2193
H -0.3821 -3.6061 -1.8911
H -0.3405 -3.2884 -0.1449
H 2.0421 -2.1590 -1.0044
H 1.0254 -1.9055 -2.4050
H -0.7244 -1.1186 -0.4781
H 0.2153 -0.0388 -1.4528
H 0.1345 0.3149 1.1175
H 2.5522 -0.9271 3.6240
H 3.1811 1.0762 2.4816
H 3.2387 0.0288 -1.0305
H 3.1537 2.1809 -0.3004
H 2.2373 2.5903 1.1199
H 0.7147 1.8390 -1.4048
H 1.5077 3.3662 -1.2566
H -0.0953 4.2361 0.0819
H -0.0619 2.8976 1.1879
H -2.9235 0.8542 -2.0075
H -4.7788 -1.0764 -2.1082
H -4.1137 -0.2270 1.9095
```

Values from the calculation:
E_HOMO: -11.83 eV
Gap between HOMO and LUMO: 7.6961 eV
Net charge: +1

No. 3
Formula: C24H43F9O12
Source: OMol25
Level of theory: ωB97M-V with the def2-TZVPD basis set

The geometry in XYZ format:
```
88
Properties=species:S:1:pos:R:3
C 3.2364 1.5845 -0.9675
O 3.3747 2.2382 0.2995
C 4.1008 1.4965 1.3024
C 3.9192 0.0073 1.4453
O 4.6158 -0.6464 0.3146
C 4.0504 -1.8479 -0.0779
C 4.9452 -2.6139 -1.0092
O 5.0937 -1.9594 -2.2622
C 6.1380 -0.9545 -2.2527
H 2.6673 0.6923 -0.7062
H 4.1678 1.1745 -1.3580
H 2.8099 2.2073 -1.7538
H 4.0316 1.9848 2.2744
H 5.1619 1.5210 1.0545
H 2.8461 -0.1717 1.3765
H 4.3296 -0.3294 2.3973
H 3.1204 -1.7168 -0.6311
H 3.7219 -2.4443 0.7733
H 4.3219 -3.4624 -1.2915
H 5.8200 -3.0192 -0.5008
H 5.9264 -0.3878 -3.1595
H 7.0750 -1.4984 -2.1334
H 6.0063 -0.2185 -1.4596
C -8.2428 0.7787 2.3587
O -7.1616 1.3737 1.7833
C -7.3367 1.8890 0.4191
C -6.0808 2.6527 -0.0560
O -6.0806 4.0176 0.3229
C -4.9969 4.8578 -0.0887
C -5.1764 6.2405 0.5465
O -4.2064 7.2198 0.1283
C -4.1295 7.5948 -1.2466
H -9.1238 1.4045 2.2163
H -8.0955 0.7876 3.4387
H -8.4729 -0.2312 2.0191
H -8.2239 2.5212 0.4563
H -7.5623 1.1606 -0.3598
H -5.9916 2.5631 -1.1386
H -5.2481 2.1318 0.4167
H -5.0006 4.7912 -1.1767
H -4.0665 4.4514 0.3078
H -5.1696 6.2118 1.6361
H -6.1869 6.6200 0.3953
H -3.6665 8.5816 -1.2536
H -5.1073 7.6686 -1.7225
H -3.4993 6.9056 -1.8086
C 1.7625 -2.5701 5.0854
C 2.2389 -4.0428 4.8879
O 2.3961 -4.1493 3.5136
C 2.6520 -5.3709 2.9870
O 2.9071 -6.3005 3.7234
C 2.5068 -5.4729 1.4142
F 1.9152 -6.5748 0.9796
F 1.8461 -4.4259 0.9015
F 3.6759 -5.3766 0.7301
H 1.8240 -2.1461 6.0877
H 0.7588 -2.4056 4.6934
H 2.4870 -1.9736 4.5310
H 1.5947 -4.8286 5.2823
H 3.2661 -4.2023 5.2159
C -0.2991 0.0484 -2.9820
C 0.9687 0.4022 -3.7208
O 1.1970 -0.4741 -4.8432
C 2.5292 -0.6506 -5.3382
O 3.4869 -0.0197 -4.9462
C 2.5689 -1.6334 -6.5943
F 3.8702 -1.6398 -7.0745
F 2.1377 -2.8220 -6.2391
F 1.7584 -1.0743 -7.5535
H -1.1464 -0.1116 -3.6488
H -0.6143 0.7747 -2.2329
H -0.2230 -0.9094 -2.4674
H 1.8013 0.2510 -3.0338
H 1.1460 1.4204 -4.0671
C -0.9365 -3.1875 0.7470
C -0.0964 -2.3507 1.7555
O -0.8586 -1.1359 1.8893
C -0.8185 -0.2073 0.9299
O 0.1594 -0.1287 0.1276
C -1.8792 0.8830 1.1202
F -2.5155 0.8978 2.2870
F -1.3056 2.0914 0.9848
F -2.7378 0.8280 0.0993
H -1.9924 -3.2574 1.0081
H -0.5598 -4.2087 0.6889
H -0.8538 -2.7490 -0.2475
H 0.8923 -2.1271 1.3546
H -0.1641 -2.8981 2.6956
```

Values from the calculation:
E_HOMO (spin up / spin down): -11.11 / -11.11 eV
Gap between HOMO and LUMO (spin up / spin down): 8.4582 / 2.1989 eV
2S+1: 2
Net charge: +1

No. 4
Formula: C36H61NO13S
Source: OMol25
Level of theory: ωB97M-V with the def2-TZVPD basis set

The geometry in XYZ format:
```
112
Properties=species:S:1:pos:R:3
O -1.8935 5.3755 -2.5593
C -1.4725 4.6379 -1.6460
N -0.1201 4.5363 -1.0646
C 0.0536 3.5921 0.0692
O 1.1815 3.3884 0.6109
C -1.3669 2.9390 0.3520
C -1.8422 1.9217 1.4083
C -3.3316 1.4960 1.3915
C -4.0150 0.4667 2.3994
C -3.6949 0.7201 3.9484
C -2.3191 0.0934 4.4778
C -1.9535 -1.3472 3.8772
S -0.9749 -2.3549 5.0744
O -1.8148 -2.7529 6.2737
O 0.2440 -1.6083 5.5279
O -0.4200 -3.7758 4.3449
C -4.2348 2.1024 0.2678
C -3.7416 3.1203 -0.7860
C -2.2674 3.5834 -0.7428
H 0.1910 5.4566 -0.6974
H -1.1237 1.5260 2.1930
H -3.8050 -0.5992 2.0339
H -5.1557 0.6099 2.2745
H -4.5880 0.3184 4.5580
H -3.6434 1.8526 4.1549
H -1.4229 0.8127 4.3662
H -2.4491 -0.0567 5.6177
H -1.3055 -1.1550 2.9389
H -2.8773 -1.9565 3.5681
H -1.0545 -4.5110 4.5634
H -5.3320 1.7959 0.2115
H -4.4106 3.5508 -1.5984
C 2.0863 -5.2744 8.0550
C 0.6335 -5.2680 7.6598
C -0.2424 -4.2001 8.2558
O 0.1843 -6.0962 6.8866
H 2.5954 -6.0978 7.5495
H 2.5566 -4.3353 7.7556
H 2.1774 -5.4161 9.1340
H 0.1233 -3.2133 7.9654
H -0.2538 -4.2938 9.3445
H -1.2599 -4.3182 7.8825
C -2.5180 3.5175 -5.5651
C -2.9301 2.4946 -4.5401
C -2.6697 1.0475 -4.8604
O -3.4546 2.8276 -3.4911
H -2.7661 4.5166 -5.1999
H -1.4400 3.4634 -5.7313
H -3.0543 3.3431 -6.5005
H -1.5988 0.8841 -4.9950
H -3.2119 0.7632 -5.7634
H -3.0168 0.4255 -4.0341
C -5.9899 -5.3557 4.4344
C -4.4922 -5.2882 4.5700
C -3.8753 -5.9437 5.7768
O -3.8065 -4.7246 3.7350
H -6.2942 -4.8426 3.5196
H -6.3110 -6.3977 4.3747
H -6.4627 -4.8624 5.2863
H -4.1028 -7.0118 5.7764
H -4.2544 -5.4763 6.6879
H -2.7908 -5.8172 5.7445
C -1.5338 -3.1705 -6.9837
C -1.8589 -2.6384 -5.6146
C -1.5283 -3.5128 -4.4342
O -2.3700 -1.5419 -5.4662
H -1.8255 -2.4358 -7.7357
H -0.4608 -3.3489 -7.0678
H -2.0871 -4.0950 -7.1642
H -0.4541 -3.7070 -4.4050
H -2.0808 -4.4523 -4.5014
H -1.8169 -3.0020 -3.5130
C 4.5641 5.4864 -3.0071
C 4.1338 4.0852 -3.3511
C 3.0871 3.4481 -2.4776
O 4.6147 3.4909 -4.2996
H 5.3223 5.8178 -3.7200
H 3.7087 6.1628 -3.0661
H 4.9945 5.5074 -2.0035
H 2.1625 4.0285 -2.5100
H 3.4523 3.3755 -1.4509
H 2.8810 2.4417 -2.8487
C 9.7248 4.3094 -4.5067
C 8.8026 4.2570 -3.3173
C 7.7864 3.1477 -3.2773
O 8.8764 5.0801 -2.4235
H 10.4030 5.1590 -4.4016
H 10.3167 3.3932 -4.5586
H 9.1434 4.4366 -5.4224
H 8.2925 2.1797 -3.2745
H 7.1190 3.2239 -4.1384
H 7.1919 3.2344 -2.3653
C 2.3763 0.6792 6.5188
C 2.0937 1.1586 7.9169
C 2.4822 0.2490 9.0526
O 1.5713 2.2385 8.1227
H 2.0444 1.4347 5.8033
H 3.4495 0.5221 6.3895
H 1.8316 -0.2478 6.3272
H 3.5600 0.0727 9.0356
H 1.9426 -0.6972 8.9722
H 2.2199 0.7222 10.0014
C -0.4450 -0.2213 -9.4320
C 0.3915 -1.4126 -9.8184
C 1.0629 -1.3804 -11.1656
O 0.5198 -2.3644 -9.0707
H -0.8670 -0.3820 -8.4374
H 0.1761 0.6766 -9.4076
H -1.2639 -0.0954 -10.1436
H 1.7507 -0.5338 -11.2179
H 0.3109 -1.3060 -11.9541
H 1.6307 -2.3021 -11.3092
```

Values from the calculation:
E_HOMO: -9.20 eV
Gap between HOMO and LUMO: 8.3083 eV
Structure (SMILES): O=C1NC(=O)c2cc(CCCCS(=O)(=O)O)ccc21.CC(C)=O.CC(C)=O.CC(C)=O.CC(C)=O.CC(C)=O.CC(C)=O.CC(C)=O.CC(C)=O

No. 5
Formula: C3H3N3O
Source: OMol25
Level of theory: ωB97M-V with the def2-TZVPD basis set

The geometry in XYZ format:
```
10
Properties=species:S:1:pos:R:3
O 0.5454 -0.8918 -1.1677
C 0.9752 -0.4787 0.7366
N 1.2029 0.8194 0.6829
N -0.0532 1.4625 0.2355
C -0.9141 0.6160 -0.1460
C -0.5064 -0.9158 -0.3813
N -0.0078 -1.1555 1.0570
H 1.9649 1.1298 0.0848
H -1.8620 1.0066 -0.4920
H -1.3450 -1.5925 -0.6098
```

Values from the calculation:
E_HOMO (spin up / spin down): -9.52 / -9.52 eV
Gap between HOMO and LUMO (spin up / spin down): 8.6938 / 8.6944 eV

No. 6
Formula: C12H24N2O6PS2
Source: OMol25
Level of theory: ωB97M-V with the def2-TZVPD basis set

The geometry in XYZ format:
```
47
Properties=species:S:1:pos:R:3
C -3.2516 -3.9946 -1.1705
C -1.9159 -4.2761 -1.9554
N -1.2398 -2.9942 -2.1817
C -1.8284 -2.2493 -3.2960
C -0.9712 -1.0533 -3.7999
C 0.1728 -3.1970 -2.3393
S 0.9336 -3.8063 -3.6790
S 1.1767 -2.7557 -0.8754
C 2.4506 -1.5491 -1.4086
C 2.7553 -0.6337 -0.1544
C 1.6833 0.5351 -0.1121
N 0.8175 0.5211 1.0625
P -0.7290 -0.0323 0.7622
O -1.0492 -1.4264 1.2993
O -1.2366 0.0165 -0.8460
O -1.8136 1.0081 1.5977
H -4.0684 -3.7648 -1.8766
H -3.0534 -3.1228 -0.5130
H -3.4691 -4.8458 -0.5027
H -2.1029 -4.8535 -2.8881
H -1.3065 -4.9270 -1.2963
H -2.8145 -1.8796 -2.9390
H -2.0703 -2.8995 -4.1752
H -1.5842 -0.2152 -4.1843
H -0.2357 -0.6817 -3.0660
H -0.3872 -1.4181 -4.6730
H 2.1766 -0.9537 -2.2962
H 3.3923 -2.0917 -1.6421
H 3.7914 -0.2446 -0.2277
H 2.6070 -1.2683 0.7382
H 1.1708 0.5608 -1.0970
H 2.2839 1.4827 -0.0595
H -1.9432 0.6524 -0.9556
H -2.6603 0.8776 1.1678
C -0.1589 3.1508 3.6474
C 1.1414 3.8570 3.3544
C 1.8237 4.4315 4.5640
O 2.5780 5.5104 3.9994
C 1.9161 5.9122 2.8828
O 2.1677 6.9029 2.2743
O 0.9322 5.0391 2.5611
H 0.0124 2.2321 4.2085
H -0.8360 3.7911 4.2204
H -0.6711 2.8980 2.7192
H 1.8074 3.1923 2.7956
H 2.4800 3.7164 5.0577
H 1.1261 4.8461 5.2981
```

Values from the calculation:
E_HOMO: -3.90 eV
Gap between HOMO and LUMO: 6.0734 eV
Net charge: -1

No. 7
Formula: C47H92FI2N3O11S2
Source: OMol25
Level of theory: ωB97M-V with the def2-TZVPD basis set

The geometry in XYZ format:
```
158
Properties=species:S:1:pos:R:3
C 7.5779 8.0472 -2.3729
C 6.8530 7.0865 -2.4586
C 5.9771 5.9206 -2.5585
C 5.9900 5.0644 -1.2822
C 4.8246 4.0738 -1.3202
C 4.5146 3.3081 -0.0046
S 3.1926 4.3770 0.7130
O 1.9305 4.0875 0.1220
O 3.6694 5.7113 0.7736
F 3.1321 3.8727 2.1966
C 5.6314 3.3469 1.0678
O 6.1620 4.2949 1.5491
O 5.9054 2.0779 1.4417
C 5.6254 1.2097 0.3080
S 6.9155 1.6396 -0.9357
C 5.7853 -0.2300 0.7989
I 5.8264 -0.3989 2.8974
C 5.8920 -1.3172 0.0280
C 5.8750 -1.3763 -1.4806
I 6.1051 -3.2242 0.8520
C 4.2079 1.7438 -0.1131
C 3.1412 1.2875 0.9188
C 2.7310 -0.2065 0.8988
C 1.2256 -0.4041 0.6694
C 0.4027 -0.2379 1.9611
C 3.7506 1.3004 -1.5063
C 2.4519 1.9113 -2.0161
C 2.0371 1.2905 -3.3662
C 0.8981 0.2804 -3.2163
C -0.4115 0.8775 -2.7179
C -1.4955 -0.1789 -2.4842
C -2.6615 0.3612 -1.6644
C -3.5441 1.3786 -2.4220
C -3.6115 2.7681 -1.7637
C -4.9529 3.0380 -1.0757
C -4.9112 4.1866 -0.0608
C -5.4501 3.8446 1.3390
O -5.2431 2.5088 1.7528
C -3.9124 2.2763 2.1564
H 8.2072 8.8919 -2.2650
H 6.2759 5.3107 -3.4140
H 4.9584 6.2642 -2.7570
H 5.9275 5.7106 -0.4126
H 6.9334 4.5186 -1.2565
H 5.0121 3.3457 -2.1064
H 3.9373 4.6310 -1.6269
H 7.6920 0.5764 -0.7228
H 6.0062 -2.3958 -1.8285
H 4.9338 -1.0295 -1.8939
H 6.6771 -0.7935 -1.9278
H 2.2450 1.8663 0.7218
H 3.5014 1.5282 1.9154
H 2.9621 -0.6273 1.8797
H 3.3056 -0.7932 0.1859
H 1.0519 -1.3986 0.2570
H 0.8622 0.3277 -0.0535
H -0.4748 0.3908 1.8008
H 0.0569 -1.1952 2.3470
H 0.9843 0.2516 2.7450
H 3.6106 0.2233 -1.4836
H 4.5355 1.4889 -2.2407
H 1.6531 1.7178 -1.3047
H 2.5225 2.9919 -2.1104
H 2.8961 0.7750 -3.8045
H 1.7334 2.0721 -4.0650
H 1.2078 -0.5282 -2.5440
H 0.7104 -0.1847 -4.1897
H -0.2548 1.3950 -1.7661
H -0.7619 1.6310 -3.4303
H -1.0336 -1.0033 -1.9329
H -1.8546 -0.5433 -3.4498
H -3.2801 -0.4765 -1.3341
H -2.2680 0.8163 -0.7498
H -3.1732 1.4765 -3.4436
H -4.5587 0.9792 -2.4671
H -3.4049 3.5542 -2.4946
H -2.8265 2.8578 -1.0051
H -5.2592 2.1138 -0.5859
H -5.7062 3.2407 -1.8389
H -3.8966 4.5851 0.0141
H -5.5237 5.0121 -0.4301
H -6.5218 4.0314 1.3968
H -4.9685 4.5178 2.0601
H -3.2039 2.4613 1.3416
H -3.6513 2.8930 3.0223
H -3.8352 1.2264 2.4345
C 4.8069 -7.5592 -6.8190
O 5.4018 -7.7697 -5.5568
C 6.8034 -7.9986 -5.5762
C 7.5806 -6.8162 -5.0414
N 7.5104 -5.6740 -5.9393
C 8.0166 -4.4178 -5.4010
C 7.4025 -3.8572 -4.1240
O 6.0817 -3.3656 -4.2517
C 5.0632 -4.3475 -4.2551
H 3.7302 -7.6492 -6.6863
H 5.0211 -6.5649 -7.2281
H 5.1353 -8.3095 -7.5443
H 7.1345 -8.2563 -6.5873
H 6.9973 -8.8570 -4.9279
H 8.6284 -7.1146 -4.9328
H 7.1957 -6.5989 -4.0357
H 6.5563 -5.5458 -6.2473
H 7.9002 -3.6602 -6.1796
H 9.0925 -4.5308 -5.2291
H 8.0060 -2.9929 -3.8343
H 7.4519 -4.5683 -3.2887
H 5.2983 -5.1748 -3.5794
H 4.8754 -4.7463 -5.2559
H 4.1481 -3.8644 -3.9124
C -10.0528 0.3635 3.4533
O -9.8156 -0.8582 2.7888
C -10.9077 -1.3672 2.0383
C -10.6883 -1.2310 0.5474
N -10.7402 0.1575 0.1186
C -10.2938 0.4116 -1.2462
C -8.8785 0.0126 -1.6496
O -7.8554 0.7972 -1.0738
C -7.5072 0.4663 0.2589
H -9.2452 0.5016 4.1700
H -10.0565 1.2223 2.7722
H -11.0045 0.3446 3.9934
H -11.8406 -0.8795 2.3395
H -10.9902 -2.4310 2.2764
H -11.4789 -1.7868 0.0320
H -9.7342 -1.7211 0.3107
H -10.2001 0.7268 0.7556
H -10.3921 1.4850 -1.4256
H -10.9907 -0.0873 -1.9291
H -8.7977 0.1732 -2.7277
H -8.6825 -1.0530 -1.4722
H -7.5506 -0.6139 0.4290
H -8.1467 0.9714 0.9890
H -6.4913 0.8130 0.4293
C -4.2660 -2.6322 7.9785
O -4.2594 -1.4504 7.2077
C -3.8772 -0.2729 7.9038
C -2.5000 0.2058 7.5012
N -1.4574 -0.6950 7.9664
C -0.1274 -0.4514 7.4206
C 0.0726 -0.4842 5.9099
O -0.0192 -1.7652 5.3203
C -1.3320 -2.2439 5.1094
H -4.8055 -3.3858 7.4074
H -3.2576 -3.0112 8.1817
H -4.7782 -2.4820 8.9336
H -3.9318 -0.4337 8.9853
H -4.6001 0.5037 7.6404
H -2.3363 1.1927 7.9464
H -2.5038 0.3349 6.4101
H -1.7275 -1.6501 7.7750
H 0.5446 -1.1950 7.8555
H 0.2111 0.5270 7.7790
H 1.0958 -0.1509 5.7180
H -0.5870 0.2210 5.3869
H -2.0151 -1.4378 4.8254
H -1.7338 -2.7578 5.9877
H -1.2857 -2.9665 4.2946
```

Values from the calculation:
E_HOMO: -8.55 eV
Gap between HOMO and LUMO: 8.3781 eV

What did the first record say?
Formula: C2H4NO2
Source: OMol25
Level of theory: ωB97M-V with the def2-TZVPD basis set

The geometry in XYZ format:
```
9
Properties=species:S:1:pos:R:3
C -1.3384 0.5952 0.4472
C -0.4436 -0.2192 -0.3657
N 1.0239 -0.1298 -0.1596
O -1.7171 1.5956 0.8636
O -1.1909 -0.7864 0.7257
H -0.6265 -0.6053 -1.2930
H 1.3700 -0.7472 -0.8352
H 1.3654 -0.4461 0.8368
H 1.5573 0.7431 -0.2198
```

Values from the calculation:
E_HOMO (spin up / spin down): -10.93 / -17.44 eV
Gap between HOMO and LUMO (spin up / spin down): 6.5182 / 8.8937 eV
2S+1: 3
Net charge: +1